1.
A structure of composition C18H27N3OPdS, computed with ωB97M-V/def2-TZVPD.

Positions of all 51 atoms, in Å:
1 Pd -1.378 -1.115 -1.065
2 S -1.651 0.743 -2.624
3 O 1.366 -0.133 -1.908
4 N 0.180 1.415 -0.612
5 N -2.045 1.552 -0.041
6 N -2.528 -3.216 -2.405
7 C 2.550 1.466 -0.633
8 C 3.796 3.164 0.562
9 C 0.236 -2.402 1.350
10 C 2.588 2.636 0.121
11 C 3.753 0.841 -0.940
12 C -1.404 1.488 2.357
13 C 1.237 0.825 -1.117
14 C 0.231 -3.356 2.556
15 C -0.161 -2.593 -3.220
16 C 1.113 -2.981 0.242
17 C -1.641 2.334 1.101
18 C -1.491 -2.693 -2.550
19 C -1.102 0.999 -0.947
20 C -4.310 2.307 -0.708
21 C -3.438 1.203 -0.111
22 C 4.965 1.361 -0.498
23 C 4.993 2.526 0.257
24 C -1.173 -2.072 0.852
25 H 2.116 -3.240 0.605
26 H -4.302 3.208 -0.086
27 H -0.964 2.092 3.158
28 H 3.697 -0.066 -1.529
29 H -0.721 0.675 2.108
30 H 1.243 -3.644 2.873
31 H -0.316 -4.270 2.297
32 H 0.477 -3.388 -2.833
33 H -5.348 1.972 -0.803
34 H 5.936 2.931 0.609
35 H 0.315 -1.631 -3.022
36 H -3.929 2.559 -1.699
37 H -1.738 -3.017 0.755
38 H 5.893 0.853 -0.743
39 H -0.718 2.852 0.853
40 H 1.205 -2.265 -0.578
41 H -0.275 -2.900 3.411
42 H -2.414 3.089 1.296
43 H 0.704 -1.465 1.683
44 H 0.650 -3.895 -0.154
45 H -2.331 1.046 2.732
46 H -1.685 -1.497 1.639
47 H 1.644 3.111 0.355
48 H 3.803 4.075 1.152
49 H -0.307 -2.730 -4.294
50 H -3.534 0.295 -0.710
51 H -3.791 0.956 0.900

## Properties
LUMO level: 5.0896 eV
charge: -2
highest occupied orbital energy: 0.42 eV
HOMO-LUMO gap: 4.6698 eV
energy above the lowest of the compared OMol25 structures with the same formula, charge and spin: 0.0 kcal per mole

2.
A structure of composition C18H27N5O6P2V, computed with ωB97M-V/def2-TZVPD.

Positions of all 59 atoms, in Å:
1 V 0.085 0.011 0.826
2 P -1.182 -2.270 -0.217
3 P 1.881 -2.038 0.821
4 O 2.374 -2.244 2.207
5 O -1.265 -0.729 -0.087
6 O 1.733 -0.592 0.336
7 O -1.144 -2.813 -1.570
8 O -2.391 -2.843 0.696
9 O 2.730 -2.766 -0.292
10 N -0.185 -2.916 2.331
11 N 0.300 3.391 -1.495
12 N 1.067 4.137 0.669
13 N 0.026 1.945 0.454
14 N -1.301 3.972 0.218
15 C 0.416 -4.379 0.469
16 C -4.031 0.023 4.748
17 C -2.769 0.045 2.695
18 C -3.972 -0.007 3.343
19 C 0.307 2.028 -1.029
20 C 1.074 2.777 1.149
21 C 0.867 0.289 3.566
22 C 0.201 -2.921 0.861
23 C 1.325 4.149 -0.775
24 C -0.258 0.187 2.763
25 C 0.790 0.328 4.969
26 C -2.880 0.113 5.476
27 C -1.011 3.984 -1.220
28 C -1.304 2.612 0.695
29 C -0.425 0.260 5.590
30 C -1.545 0.127 3.413
31 C -0.253 4.725 0.913
32 C -1.618 0.167 4.837
33 H -2.914 0.156 6.558
34 H 0.739 -2.897 2.832
35 H 3.395 -3.375 0.067
36 H -1.022 5.012 -1.577
37 H -0.493 0.278 6.671
38 H -3.072 -3.254 0.137
39 H -0.462 1.456 -1.552
40 H -4.991 -0.021 5.246
41 H 2.305 3.712 -0.971
42 H -0.747 -3.730 2.570
43 H 1.697 0.403 5.555
44 H -0.256 5.752 0.550
45 H -1.504 2.594 1.767
46 H 2.050 2.323 0.964
47 H -2.073 2.040 0.171
48 H 1.288 1.584 -1.211
49 H 0.701 -4.450 -0.578
50 H 1.321 5.180 -1.127
51 H 1.854 0.319 3.111
52 H -4.889 -0.066 2.771
53 H 0.861 2.765 2.218
54 H -0.511 -4.942 0.595
55 H -2.751 0.027 1.616
56 H 1.195 -4.836 1.083
57 H -1.782 3.419 -1.747
58 H -0.684 -2.064 2.619
59 H -0.457 4.731 1.985

## Properties
LUMO level (alpha / beta): -2.9315 / -2.9779 eV
charge: +1
highest occupied orbital energy (alpha / beta): -10.83 / -11.17 eV
2S+1: 3
HOMO-LUMO gap (alpha / beta): 7.8963 / 8.1965 eV

3.
An isolated molecule of C18H27N7, computed with ωB97M-V/def2-TZVPD.

Positions of all 52 atoms, in Å:
1 N 0.053 1.651 -0.274
2 N -2.374 0.515 -0.602
3 N 0.434 5.523 0.623
4 N -3.481 -1.999 0.180
5 N 1.410 3.464 0.397
6 N 2.319 1.396 0.201
7 N -0.898 3.782 -0.039
8 C 1.221 2.174 0.099
9 C 3.178 -4.180 -0.543
10 C -3.962 -3.882 1.704
11 C 2.946 -2.712 -0.352
12 C 3.983 -1.872 0.065
13 C 2.474 0.026 -0.001
14 C -2.295 1.949 -0.756
15 C 1.695 -2.158 -0.588
16 C -3.428 -1.582 -1.209
17 C -2.361 -1.407 0.891
18 C 0.320 4.220 0.310
19 C -0.964 2.491 -0.323
20 C -3.504 -0.062 -1.299
21 C 3.734 -0.521 0.235
22 C -2.420 0.112 0.790
23 C 1.444 -0.809 -0.422
24 C -3.525 -3.445 0.310
25 C 5.351 -2.423 0.329
26 H -2.551 -3.905 0.062
27 H 0.890 -2.801 -0.916
28 H 3.143 1.902 0.497
29 H 5.754 -2.893 -0.568
30 H -4.465 0.275 -0.869
31 H 0.469 -0.395 -0.612
32 H -3.466 0.240 -2.349
33 H -3.345 0.471 1.278
34 H -4.277 -2.019 -1.740
35 H 1.345 5.904 0.798
36 H -4.861 -3.343 1.990
37 H -3.189 -3.690 2.443
38 H -4.175 -4.948 1.704
39 H -3.085 2.494 -0.209
40 H -4.259 -3.811 -0.414
41 H -2.495 -1.918 -1.697
42 H 5.315 -3.182 1.111
43 H 6.032 -1.636 0.643
44 H -2.406 2.189 -1.819
45 H -1.397 -1.755 0.479
46 H 3.952 -4.354 -1.290
47 H -0.357 6.122 0.475
48 H 2.266 -4.673 -0.870
49 H 3.507 -4.642 0.387
50 H 4.538 0.128 0.560
51 H -1.560 0.540 1.307
52 H -2.415 -1.693 1.942

## Properties
LUMO level: 0.8996 eV
highest occupied orbital energy: -7.86 eV
HOMO-LUMO gap: 8.7580 eV
structure (SMILES): CCN1CCN(Cc2nc(N)nc(Nc3ccc(C)c(C)c3)n2)CC1
energy above the lowest of the compared OMol25 structures with the same formula, charge and spin: 0.0 kcal per mole

4.
A cluster of 6 separate species, C18H28B3FO18 in total, computed with ωB97M-V/def2-TZVPD.

Positions of all 68 atoms, in Å:
1 F -3.696 -2.446 2.001
2 O -1.791 3.187 -0.897
3 O 1.329 -3.222 1.400
4 O -0.483 4.132 -5.167
5 O 3.285 -4.299 -2.137
6 O 1.445 -0.341 -2.216
7 O 2.072 1.682 -1.457
8 O -1.876 3.094 1.356
9 O -0.502 -3.788 2.783
10 O 3.290 -0.101 -0.948
11 O 0.792 2.788 -6.452
12 O 0.921 2.639 -4.238
13 O -1.471 1.258 0.144
14 O -2.983 3.141 5.564
15 O -5.052 2.861 4.807
16 O 4.032 -4.781 -4.207
17 O -0.817 -2.359 0.921
18 O -4.402 1.796 6.683
19 O 2.790 -6.263 -3.049
20 C -4.493 3.919 4.019
21 C 4.062 1.028 -0.516
22 C -1.732 2.571 0.291
23 C -1.329 2.265 -1.910
24 C 2.319 -4.895 -1.266
25 C -1.580 0.921 -1.251
26 C -2.565 -2.178 2.788
27 C 3.430 -5.083 -3.230
28 C -4.168 2.528 5.776
29 C 1.643 1.508 -4.743
30 C -2.322 -0.677 2.819
31 C -1.075 -0.334 3.634
32 C 2.377 -6.355 -1.683
33 C 0.329 3.274 -5.281
34 C 1.900 1.922 -6.183
35 C -3.005 3.742 4.259
36 C 2.200 0.344 -1.597
37 C 3.013 2.126 -0.467
38 B 0.549 -2.239 0.806
39 B 0.860 -3.624 2.639
40 B -1.288 -2.849 2.135
41 H -0.151 -0.663 3.145
42 H 2.824 2.493 -6.292
43 H -4.787 3.792 2.981
44 H -1.886 2.437 -2.826
45 H 4.516 0.801 0.444
46 H 1.592 -3.713 3.571
47 H -2.586 0.538 -1.433
48 H -0.270 2.434 -2.085
49 H 4.837 1.222 -1.257
50 H 2.548 1.354 -4.165
51 H 1.344 -4.447 -1.470
52 H -2.204 -0.339 1.790
53 H 1.423 -6.872 -1.630
54 H -0.989 0.745 3.765
55 H 3.377 3.111 -0.740
56 H -4.869 4.871 4.399
57 H 1.014 0.621 -4.667
58 H 1.894 1.098 -6.890
59 H 3.131 -6.913 -1.127
60 H -1.111 -0.782 4.631
61 H -0.841 0.166 -1.500
62 H -2.771 -2.565 3.788
63 H 2.597 -4.708 -0.234
64 H 2.503 2.171 0.496
65 H -3.188 -0.177 3.260
66 H 1.044 -1.291 0.297
67 H -2.441 4.669 4.279
68 H -2.558 3.056 3.543

## Properties
LUMO level: 0.0489 eV
highest occupied orbital energy: -10.77 eV
HOMO-LUMO gap: 10.8176 eV
structure (SMILES): CC[C@@H](F)B1OBOBO1.O=C1OCCO1.O=C1OCCO1.O=C1OCCO1.O=C1OCCO1.O=C1OCCO1

5.
A cluster of 3 separate species, C18H28BF3O11S2 in total, computed with ωB97M-V/def2-TZVPD.

Positions of all 63 atoms, in Å:
1 S -7.467 2.470 0.305
2 S 0.905 -7.617 -0.385
3 F -1.206 1.288 -1.328
4 F -1.986 1.932 0.586
5 F -1.461 3.383 -0.912
6 O 0.520 -1.750 0.169
7 O 2.498 1.251 2.638
8 O -8.039 3.504 -0.500
9 O 3.093 3.648 -2.783
10 O 0.048 -6.348 -0.804
11 O 4.568 4.580 -1.165
12 O 1.365 -7.438 0.959
13 O -5.910 2.729 0.481
14 O -7.665 1.098 -0.054
15 O 1.843 -7.927 -1.420
16 O 0.887 4.520 -0.450
17 C 1.705 -4.756 -1.709
18 C 0.328 2.268 0.167
19 C 0.658 -5.043 -0.653
20 C -0.244 -0.880 0.493
21 C 2.701 3.029 -0.332
22 C -1.081 2.234 -0.371
23 C 4.643 1.650 0.473
24 C 5.267 1.177 1.797
25 C -5.129 3.339 -1.781
26 C 0.107 0.138 1.560
27 C 3.209 2.110 0.511
28 C -0.403 -8.791 -0.422
29 C 1.254 3.387 -0.234
30 C 0.821 1.341 0.999
31 C 2.236 1.532 1.490
32 C 6.796 1.187 1.709
33 C -5.040 2.371 -0.618
34 C -7.926 2.725 1.983
35 B 3.506 3.776 -1.475
36 H -0.856 -8.777 -1.409
37 H 1.066 -4.948 0.353
38 H 1.292 -4.899 -2.707
39 H -7.472 1.953 2.596
40 H -4.038 2.387 -0.205
41 H 5.295 4.467 -1.788
42 H 2.566 -5.416 -1.609
43 H 7.208 0.544 2.489
44 H 4.669 0.799 -0.219
45 H 4.977 1.889 2.571
46 H -1.125 -8.540 0.349
47 H 2.046 -3.726 -1.607
48 H 7.152 0.807 0.750
49 H -5.256 1.349 -0.933
50 H -9.011 2.657 2.023
51 H 7.189 2.189 1.876
52 H -4.955 4.360 -1.442
53 H -6.108 3.308 -2.255
54 H -4.378 3.081 -2.528
55 H 0.044 -9.763 -0.226
56 H 0.772 -0.355 2.268
57 H 2.933 2.734 -3.042
58 H -0.165 -4.338 -0.741
59 H -1.241 -0.799 0.036
60 H -7.599 3.716 2.287
61 H 5.282 2.434 0.071
62 H -0.786 0.458 2.095
63 H 4.892 0.203 2.100

## Properties
LUMO level: -1.6393 eV
highest occupied orbital energy: -10.31 eV
HOMO-LUMO gap: 8.6681 eV
structure (SMILES): CCCC1=C(B(O)O)C(=O)C(C(F)(F)F)=C(CC=O)C1=O.CCOS(C)(=O)=O.CCOS(C)(=O)=O

6.
A structure of composition C18H28BF4N6ORuS2Si, computed with ωB97M-V/def2-TZVPD.

Positions of all 62 atoms, in Å:
1 Ru -0.080 -1.218 -0.387
2 S 0.744 -3.323 0.288
3 S 0.983 0.342 0.981
4 Si 0.852 3.989 1.289
5 F 2.854 -3.839 2.999
6 F 3.871 -1.945 3.839
7 F 1.650 -2.379 4.301
8 F 2.273 -1.770 2.183
9 O 1.244 -1.139 -1.918
10 N 2.463 0.729 -2.199
11 N 1.222 2.339 -5.123
12 N -0.781 0.702 -0.774
13 N -1.055 -1.509 -4.397
14 N -1.473 -2.322 -1.575
15 N -1.490 -1.580 1.133
16 C -0.925 -3.649 -1.934
17 C -2.775 -2.266 -0.883
18 C 1.493 -0.087 -2.625
19 C -2.614 -2.412 0.620
20 C -1.078 3.408 -0.710
21 C 1.332 5.470 0.251
22 C -0.822 -2.234 2.303
23 C 0.785 0.175 -3.812
24 C 1.000 1.370 -4.539
25 C -1.854 2.643 -1.577
26 C -0.322 -4.397 -0.761
27 C -0.141 2.838 0.147
28 C -0.213 -0.747 -4.177
29 C -0.114 -3.512 1.893
30 C -0.037 1.444 0.076
31 C -0.313 4.511 2.657
32 C 2.380 3.199 2.001
33 C -1.674 1.279 -1.585
34 B 2.701 -2.487 3.356
35 H -1.570 -1.821 -2.463
36 H -0.155 -3.445 -2.679
37 H 2.155 2.376 2.679
38 H 2.878 0.542 -1.301
39 H 0.166 5.237 3.317
40 H -2.570 3.099 -2.246
41 H -0.098 -1.534 2.708
42 H -3.210 -1.292 -1.114
43 H -3.543 -2.151 1.129
44 H -2.395 -3.447 0.873
45 H 0.298 -5.211 -1.135
46 H 0.466 6.007 -0.139
47 H 2.926 3.960 2.566
48 H 1.911 6.174 0.852
49 H -1.847 -0.683 1.452
50 H -1.220 4.971 2.257
51 H -1.210 4.485 -0.714
52 H -0.610 3.654 3.265
53 H 2.716 1.555 -2.714
54 H -1.087 -4.844 -0.130
55 H -0.785 -4.364 1.801
56 H -1.568 -2.456 3.072
57 H 3.049 2.817 1.228
58 H 0.639 -3.762 2.632
59 H 1.949 5.171 -0.599
60 H -1.697 -4.261 -2.411
61 H -2.216 0.631 -2.261
62 H -3.459 -3.030 -1.264

## Properties
LUMO level (alpha / beta): -0.3197 / -1.7047 eV
highest occupied orbital energy (alpha / beta): -8.76 / -8.79 eV
2S+1: 2
HOMO-LUMO gap (alpha / beta): 8.4413 / 7.0806 eV
energy above the lowest of the compared OMol25 structures with the same formula, charge and spin: 1.7 kcal per mole